No. 1
# C22H24N2O

C22H24N2O in the gas phase at a distorted geometry (ωB97M-V with the def2-TZVPD basis set, the Open Molecules 2025 dataset).

Summary:
SMILES: Cc1ccccc1-c1cc(=O)n(C[C@H]2CCCNC2)c2ccccc12
LUMO in eV: 0.3
Energy above the lowest of the compared OMol25 structures with the same formula, charge and spin in kcal/mol: 64.8
Frontier orbital gap in eV: 8.51

Structure (ORCA input):
```
! wB97M-V def2-TZVPD RIJCOSX def2/J DEFGRID3
* xyz 0 1
H 3.3787 -2.7416 4.1859
N 0.5223 1.2830 0.1682
H -1.4885 4.3085 -1.9510
H 1.1740 2.9867 -0.6411
C 1.9894 -4.7368 2.8476
H -1.1363 -2.1003 2.8656
C 1.6614 0.5171 -0.1090
C -1.6855 3.2269 -2.0055
C 1.0030 -2.8718 1.5788
H 2.7793 -1.3469 0.0043
H 1.0636 3.6793 -2.6435
H 3.5268 -2.0107 2.4831
C -0.4067 0.6623 1.0621
H -0.5846 -3.5997 0.0940
C 0.2334 2.5046 -0.5338
H -1.8250 2.2428 1.0606
N 0.0767 2.6814 -4.2794
C 0.1468 -3.7870 0.9185
H -0.7341 1.3563 -2.0983
H 2.8778 -5.0285 3.3996
H -2.9829 3.6964 -3.5116
H 1.5036 1.9694 -2.8692
H 0.9783 -6.6958 2.4371
C -1.6500 1.2736 1.3763
C -1.2291 -1.2737 2.2102
C -1.1942 3.3832 -4.4339
H -1.5428 3.1362 -5.4835
H -3.6042 1.0725 2.3700
C -2.6807 0.6169 2.1326
C -0.2356 -0.6328 1.4612
H 2.1968 -1.5421 3.5316
H -2.3964 2.9763 -1.2804
H 0.7860 2.7183 -5.0524
C 2.8824 -2.4141 3.2836
O 2.5274 0.9402 -0.8537
H -0.3111 3.2502 0.0801
H -2.4406 1.9777 -3.5411
C 0.9740 -1.4353 1.1720
C -0.3511 2.3897 -1.9042
C -2.4262 -0.7295 2.4400
C 0.7089 2.6873 -2.9558
C 1.9461 -3.3339 2.5769
C -2.1860 2.9715 -3.3640
C 0.0545 -5.0858 1.4094
H -3.1144 -1.2987 2.9730
C 1.8623 -0.8810 0.3404
H -0.9063 4.4155 -4.3689
H -0.7030 -5.8061 1.0622
C 0.9620 -5.5718 2.3554
*
```

For each atom in turn, the natural (NBO) charge in e is: 0.231, -0.403, 0.190, 0.232, -0.219, 0.229, 0.629, -0.385, -0.082, 0.238, 0.144, 0.231, 0.168, 0.230, -0.219, 0.207, -0.662, -0.188, 0.206, 0.214, 0.205, 0.236, 0.219, -0.245, -0.192, -0.202, 0.203, 0.214, -0.165, -0.049, 0.225, 0.208, 0.376, -0.651, -0.632, 0.208, 0.208, 0.023, -0.237, -0.229, -0.216, 0.023, -0.413, -0.225, 0.204, -0.256, 0.161, 0.214, -0.211

---

No. 2
# C46H41F15GeN2O3SSbTi

A molecular structure, C46H41F15GeN2O3SSbTi (ωB97M-V with the def2-TZVPD basis set, the Open Molecules 2025 dataset).

Summary:
LUMO in eV: 2.2
Energy above the lowest of the compared OMol25 structures with the same formula, charge and spin in kcal/mol: 0.0
Frontier orbital gap in eV: 7.33

Structure (ORCA input):
```
! wB97M-V def2-TZVPD RIJCOSX def2/J DEFGRID3
* xyz -1 1
H -5.1095 1.8344 -2.3679
C -2.8489 -0.2087 0.3184
C 4.8530 0.3963 -2.8654
C 3.6019 -3.9841 -0.7335
C 3.7011 -2.8563 -3.2734
S -1.1256 2.5420 -0.2643
O -1.4216 -1.2395 2.6517
C 2.3942 2.9180 3.0722
H 1.3967 -2.9654 -4.3756
F -0.5818 -2.1316 5.0962
C -0.1020 -0.0723 -6.4425
C 0.8208 4.0698 4.4114
N 0.3493 2.3442 -2.6657
H -0.5445 0.7174 -7.0352
H 6.9620 0.8672 -2.9946
H 0.2779 -3.4362 -6.5335
C 2.3058 -0.3475 2.7055
C -0.5132 -2.9113 -0.2297
C -4.2728 2.7712 3.3000
C 2.1200 3.9614 3.9453
C -1.3826 -1.0603 5.0644
C -0.1586 3.1930 3.9902
H 3.9186 5.0959 3.5973
C -3.2222 -2.2036 3.7351
C 2.9690 -2.2113 -2.2755
C 0.9822 -2.1414 -4.9455
H -6.9939 1.0664 3.8821
H 5.0269 -0.5055 -2.2918
H 2.3721 2.3256 -4.1072
F 2.4012 -1.5193 2.0507
C 2.9362 -2.7932 -1.0079
H -4.7907 -0.3089 4.5232
C -2.9343 0.3592 3.6809
H 3.4162 2.8090 2.7463
H -1.5138 -3.9660 -1.7623
C 4.3005 -4.5880 -1.7567
H -2.2571 0.3100 -3.7581
F 4.1758 1.5460 1.3442
F 6.7896 3.0607 -4.3545
H -2.4421 3.4519 2.4100
F -4.0194 -2.3124 4.8137
N -0.9206 1.3145 2.6623
F 3.4992 -0.1117 3.2746
C -2.1191 -0.3205 -2.8788
H -0.3958 -2.7257 -2.3605
H 0.5610 4.8498 5.1192
C 5.9512 1.1575 -3.2494
F 3.3363 0.0428 0.0657
C 3.5542 0.7785 -3.1973
C 4.4582 2.7387 -4.2971
H -1.1528 3.2940 4.3990
F -2.1817 -1.1198 6.1496
H 0.5258 1.2039 -4.8490
H 3.7750 4.4672 5.2361
H -6.4673 1.7211 5.4289
C -4.2568 0.5191 4.0796
C -6.3766 1.8369 4.3470
C 4.3696 -4.0479 -3.0259
H -4.7950 3.7027 3.1134
H -1.4088 -4.4412 0.9368
H 3.7592 -2.4187 -4.2641
C -0.4930 -3.8444 0.9410
C -2.9553 2.6397 2.9100
F -4.0230 -2.1133 2.6641
F -2.5549 -3.3653 3.6393
F 1.4244 -0.5253 3.6909
H -2.2061 -1.3622 -3.1966
H 4.9414 -4.5535 -3.7931
H -6.7889 2.8085 4.0769
H -3.4847 2.5477 -2.2310
C -0.5370 -3.4980 -1.6071
H 0.3439 -4.5377 0.8382
C 0.0958 2.1679 3.0711
C 0.5170 0.1887 -5.2279
C 1.0827 -0.8365 -4.4672
H 4.3263 3.6638 -4.8425
C -0.1677 -1.3782 -6.8813
H -1.1167 -0.1435 -2.4991
F 2.6394 2.0963 -0.0711
Sb 1.8572 -0.3575 -2.5031
C 5.7268 2.3117 -3.9683
C -2.2497 1.4551 3.1265
F -0.7760 -1.6432 -8.0635
C -4.9320 -1.1807 -1.8045
C 1.8516 0.8157 1.7649
F -0.6239 0.0281 5.2091
H 3.5964 -4.4293 0.2533
C -2.2199 -1.0014 3.7532
H -0.4285 -3.2894 1.8736
O -0.5157 -1.7014 -0.0837
C -4.2074 1.8866 -1.7551
C -4.9414 1.7156 3.9085
Ge -3.4485 0.0948 -1.5102
C 3.0198 1.1467 0.7792
O 0.8564 0.3406 0.9420
C -0.2484 2.4287 -1.6699
H 0.2234 -4.2741 -1.7023
C 0.3574 -2.4252 -6.1554
H -5.3297 -1.1071 -2.8187
C 3.2115 4.8938 4.4024
C 1.4328 2.0168 2.6271
H 2.7981 5.8462 4.7357
H -3.4935 0.3912 0.9767
Ti -0.9650 -0.0252 1.2636
H -5.7454 -0.9933 -1.1004
F 4.9481 -5.7513 -1.5098
H -4.4649 2.3158 -0.7857
H 2.4055 -2.2931 -0.2041
C 3.3733 1.9703 -3.8975
H -3.0825 -1.2538 0.5634
H -4.5810 -2.2043 -1.6496
*
```

Atom charges from the Löwdin analysis, given in e for atoms 1 to 99: 0.008, -0.379, -0.124, -0.010, -0.131, 0.613, -0.207, 0.021, 0.080, 0.165, -0.014, -0.041, 0.023, 0.116, 0.113, 0.112, -0.528, -0.428, -0.025, -0.272, -0.539, -0.010, 0.075, -0.539, -0.382, -0.137, 0.080, 0.091, 0.062, 0.146, -0.138, 0.120, -0.066, 0.116, 0.103, -0.289, 0.026, 0.134, 0.035, 0.114, 0.138, -0.074, 0.164, -0.218, 0.058, 0.110, -0.019, 0.090, -0.353, -0.015, 0.105, 0.151, 0.063, 0.077, 0.080, 0.025, -0.052, -0.013, 0.113, 0.103, 0.108, 0.019, -0.027, 0.159, 0.154, 0.167, 0.016, 0.115, 0.071, -0.003, 0.010, 0.093, -0.204, -0.131, -0.364, 0.115, -0.291, -0.044, 0.170, 1.577, -0.292, -0.252, 0.036, -0.238, -0.287, 0.174, 0.117, -0.282, 0.074, -0.046, -0.240, -0.259, 0.732, -0.538, -0.245, -0.882, 0.092, -0.020, 0.009